{"formula": "C33H54As2N4O10PdSSi4Te", "method": "wB97M-V/def2-TZVPD", "species": ["Pd", "N", "C", "C", "C", "C", "C", "C", "S", "O", "O", "N", "C", "N", "C", "C", "C", "N", "H", "H", "H", "H", "H", "H", "H", "H", "H", "C", "O", "C", "O", "C", "C", "As", "C", "C", "C", "As", "C", "C", "O", "O", "C", "C", "O", "O", "C", "C", "O", "O", "C", "H", "H", "H", "H", "H", "H", "H", "H", "H", "H", "H", "H", "H", "H", "H", "H", "H", "H", "C", "Si", "C", "C", "Si", "Te", "Si", "C", "C", "C", "Si", "C", "C", "C", "H", "H", "H", "H", "H", "H", "H", "H", "H", "H", "H", "H", "H", "H", "H", "H", "H", "H", "H", "H", "H", "H", "H", "H", "H", "H", "H"], "xyz": [[0.59040, 1.05335, -0.16454], [5.50817, 2.97729, 4.98658], [5.05032, 2.63664, 3.72831], [5.68753, 3.13030, 2.58362], [5.25713, 2.75852, 1.32593], [4.18869, 1.88084, 1.19436], [3.55338, 1.37152, 2.31995], [3.97879, 1.74855, 3.58021], [3.63582, 1.39351, -0.40149], [3.21327, 0.01580, -0.28140], [4.65886, 1.67977, -1.36267], [2.24839, 2.20073, -0.71986], [1.84118, 3.37582, -0.12669], [2.71138, 4.31633, 0.24180], [2.18298, 5.45719, 0.67515], [0.81470, 5.67311, 0.77001], [0.00110, 4.60659, 0.43574], [0.49675, 3.45367, -0.00634], [6.12856, 3.76094, 5.07223], [4.91029, 2.80435, 5.77343], [6.52786, 3.80650, 2.69689], [5.73692, 3.13747, 0.43279], [2.74613, 0.66051, 2.20515], [3.50170, 1.33926, 4.46426], [2.89047, 6.22942, 0.96114], [0.39913, 6.61675, 1.09203], [-1.08111, 4.67701, 0.51318], [-0.19462, 2.40666, 3.57932], [-0.87103, 1.93580, 2.40372], [-2.04145, 2.51510, 2.13079], [-2.55860, 3.32977, 2.85499], [-2.60749, 2.02871, 0.83590], [-3.61247, 2.71340, 0.27775], [-4.62867, 2.31367, -1.38507], [-4.77470, 4.14407, -2.06420], [-3.16731, 1.67557, -2.48031], [-1.89842, 1.47951, -1.91196], [-1.67898, 0.65641, -0.22359], [-3.04208, -0.72102, -0.11719], [-1.08371, 0.60595, -2.85273], [-1.07494, -0.58992, -2.32862], [0.20634, 1.03533, -3.16536], [0.30705, 2.34953, -3.70027], [-3.08003, 1.21809, -3.78428], [-1.91632, 0.71124, -4.12371], [-3.95202, 1.22291, -4.78299], [-5.33030, 1.10942, -4.43128], [-4.13023, 3.99124, 0.90556], [-3.65462, 5.04761, 0.59621], [-5.24098, 3.93434, 1.64735], [-5.66163, 2.67159, 2.18824], [0.79075, 1.95228, 3.55165], [-0.73468, 2.10377, 4.47386], [-0.11443, 3.49086, 3.56141], [-5.53921, 4.69014, -1.51465], [-5.06515, 4.07855, -3.11060], [-3.82701, 4.66791, -1.97911], [-3.94968, -0.33054, -0.57281], [-3.22291, -0.95881, 0.92757], [-2.69520, -1.59175, -0.65850], [1.36514, 2.60009, -3.70467], [-0.23115, 3.06739, -3.07383], [-0.08781, 2.39102, -4.71629], [-5.87576, 1.03110, -5.36561], [-5.68572, 1.98449, -3.88964], [-5.49810, 0.21747, -3.82836], [-6.56418, 2.88203, 2.75170], [-4.90052, 2.27349, 2.85551], [-5.88663, 1.95347, 1.40135], [1.20100, -2.34350, -3.52302], [2.01340, -3.34980, -2.20018], [3.74857, -2.78410, -1.84937], [1.97332, -5.17469, -2.63831], [0.78329, -3.31976, -0.19042], [0.16238, -1.12024, 0.89668], [1.84944, -3.98536, 1.80355], [3.45425, -3.02810, 1.98809], [0.81261, -3.81517, 3.35845], [2.25888, -5.80741, 1.62948], [-1.23461, -4.48965, -0.34992], [-0.98289, -6.35127, -0.32288], [-2.00282, -4.02874, -1.99680], [-2.38840, -4.06240, 1.08057], [1.93473, -2.08090, -4.29082], [0.78866, -1.41864, -3.10884], [0.37682, -2.88594, -3.99243], [4.32358, -2.68406, -2.77436], [4.27195, -3.47947, -1.18561], [3.71949, -1.80473, -1.36281], [2.50459, -5.35406, -3.57879], [0.94186, -5.52314, -2.76164], [2.44454, -5.78622, -1.85952], [3.35825, -2.01346, 1.58452], [4.25925, -3.52422, 1.43760], [3.75338, -2.95065, 3.03820], [0.39742, -2.80877, 3.46480], [1.43962, -4.02430, 4.23063], [-0.02394, -4.52212, 3.35431], [2.80779, -6.01848, 0.70516], [1.35611, -6.42727, 1.63288], [2.88636, -6.11303, 2.47466], [-0.08454, -6.65504, -0.87247], [-1.84570, -6.83950, -0.78829], [-0.89116, -6.72708, 0.70134], [-1.55992, -4.63584, -2.79395], [-1.81789, -2.97658, -2.24733], [-3.08310, -4.20276, -2.00179], [-1.99322, -3.23296, 1.67248], [-2.50072, -4.92433, 1.74601], [-3.38193, -3.77598, 0.72311]], "forces_ev_per_a": [[0.1, 0.8, -0.6], [0.0, -0.1, -0.1], [0.0, 0.0, 0.1], [0.0, 0.0, 0.1], [-0.1, 0.0, 0.0], [0.0, 0.1, 0.0], [0.1, 0.1, 0.0], [0.0, 0.0, 0.0], [0.4, -0.1, 0.0], [0.0, 0.0, 0.0], [-0.1, 0.4, 0.0], [-0.1, -0.2, 0.7], [0.7, 0.0, -0.4], [-0.2, 0.2, -0.1], [0.0, -0.1, 0.0], [0.1, 0.0, 0.0], [-0.3, -0.2, 0.0], [0.5, -0.1, -0.1], [0.0, 0.1, 0.0], [0.0, 0.0, 0.0], [0.0, 0.0, 0.0], [0.0, 0.0, 0.0], [-0.1, 0.0, 0.0], [0.0, 0.0, 0.0], [0.0, 0.0, 0.0], [0.0, 0.0, 0.0], [0.0, 0.0, 0.0], [0.0, 0.0, 0.0], [0.1, -0.1, 0.1], [-0.1, -0.1, 0.0], [-0.1, 0.0, 0.0], [0.4, 0.2, 0.1], [0.0, 0.1, 0.0], [0.0, -0.1, -0.1], [0.0, 0.1, 0.1], [-0.1, 0.3, 0.4], [0.2, 0.0, -0.4], [-2.2, 0.3, -0.9], [0.2, -0.1, 0.4], [0.3, -0.4, 0.8], [-0.1, 0.2, -0.2], [-0.2, 0.2, -0.2], [0.0, -0.1, 0.1], [0.2, -0.2, 0.0], [0.0, 0.0, -0.3], [-0.4, -0.1, -0.1], [0.1, 0.0, 0.0], [-0.1, -0.2, -0.1], [0.2, 0.1, 0.0], [-0.1, -0.1, 0.1], [0.1, 0.1, 0.0], [0.0, 0.0, 0.0], [0.0, 0.0, 0.0], [0.0, 0.0, 0.0], [0.0, 0.0, 0.0], [0.0, 0.0, 0.0], [0.0, 0.0, 0.0], [0.0, 0.1, -0.1], [-0.1, 0.0, 0.1], [0.0, 0.0, -0.1], [0.0, 0.0, 0.0], [0.0, 0.0, 0.0], [0.0, 0.0, 0.0], [0.0, 0.0, 0.0], [0.0, 0.1, 0.0], [0.0, 0.0, 0.0], [0.0, 0.0, 0.0], [0.1, 0.0, 0.0], [0.0, 0.0, -0.1], [-0.1, 0.2, 0.0], [0.2, -0.1, 0.0], [0.1, 0.1, 0.2], [0.0, -0.2, 0.1], [-0.3, 0.1, -0.2], [0.6, -0.9, 1.2], [0.5, -0.2, 0.1], [0.0, 0.2, 0.0], [-0.3, 0.1, -0.1], [0.0, -0.2, -0.1], [-0.4, -0.1, -0.1], [0.3, -0.1, 0.0], [0.1, 0.2, -0.1], [0.0, 0.1, 0.1], [0.0, -0.1, 0.0], [0.0, -0.1, -0.1], [0.0, 0.0, 0.0], [0.0, -0.1, 0.0], [0.0, 0.0, -0.1], [0.1, -0.1, -0.1], [0.0, 0.0, 0.1], [0.1, 0.0, 0.0], [0.0, 0.0, -0.1], [0.1, -0.1, 0.1], [-0.1, 0.1, 0.0], [0.0, 0.0, -0.1], [0.0, -0.1, 0.1], [0.0, 0.0, -0.1], [0.1, 0.1, 0.0], [0.0, 0.0, 0.1], [0.1, 0.1, 0.0], [0.0, 0.0, -0.1], [-0.2, 0.0, 0.0], [0.1, 0.0, 0.1], [0.0, 0.0, -0.1], [0.0, 0.1, 0.0], [0.0, -0.1, 0.0], [0.0, 0.0, 0.0], [-0.1, 0.0, 0.0], [0.0, 0.1, -0.1], [0.1, 0.0, 0.0]], "mulliken_charge": [1.0942, -0.5285, 1.0598, -0.7759, -0.4936, -0.3156, -0.3313, -1.0377, 1.1246, -0.5843, -0.8544, -0.5809, 0.4002, -0.4685, -0.4837, -0.9152, -0.2302, 0.5830, 0.2032, 0.2057, 0.3151, 0.4990, 0.4244, 0.3397, 0.4411, 0.4618, 0.4096, -0.7783, 0.2674, -0.1593, -0.6002, 0.1177, 0.6631, -0.2249, -1.3354, 0.2588, -0.2763, 1.8336, -0.7763, 1.1585, -0.7196, -0.4192, -0.9851, -0.3237, -0.5135, -0.4543, -0.7718, -0.0152, -0.5710, -0.3943, -0.4974, -0.0083, 0.3378, 0.3445, 0.4408, 0.4546, 0.4126, 0.4411, 0.4463, -0.2181, 0.3266, 0.2581, 0.3654, 0.3003, 0.2421, 0.3449, 0.3454, 0.1798, 0.2682, -0.2713, 0.7232, -0.4085, -1.1244, 0.0392, -1.1970, 0.5870, -0.6981, -0.9134, -1.1319, 0.9153, -1.2592, -0.7847, -1.1384, 0.4946, -0.5856, 0.2829, 0.4239, 0.2644, -0.1950, 0.4599, 0.1921, 0.2524, -0.0607, 0.3473, 0.4272, 0.2571, 0.4123, 0.2598, 0.2666, 0.2739, 0.4022, 0.3413, 0.3825, 0.3083, 0.3488, -0.1175, 0.4736, 0.2200, 0.4202, 0.3824], "s_squared": 2.06, "charge": 0, "de_lowest_kcal_mol": 47.2, "fmax_ev_per_a": 2.4, "spin_multiplicity": 3, "homo_lumo_gap_ev": [5.47, 5.75]}

---

{"formula": "C33H54BBrCl6FN4O4Si", "method": "wB97M-V/def2-TZVPD", "species": ["C", "N", "C", "B", "O", "C", "C", "C", "O", "N", "O", "C", "C", "C", "F", "N", "N", "C", "C", "C", "C", "C", "C", "C", "C", "Si", "C", "C", "C", "C", "C", "C", "C", "C", "C", "C", "C", "O", "Br", "H", "H", "H", "H", "H", "H", "H", "H", "H", "H", "H", "H", "H", "H", "H", "H", "H", "H", "H", "H", "H", "H", "H", "H", "H", "H", "H", "H", "H", "H", "H", "H", "H", "H", "H", "H", "H", "H", "H", "H", "H", "H", "Cl", "C", "C", "Cl", "H", "H", "H", "H", "Cl", "C", "C", "Cl", "H", "H", "H", "H", "Cl", "C", "C", "Cl", "H", "H", "H", "H"], "xyz": [[5.04185, -1.76493, 2.17780], [4.64625, -0.36641, 2.43891], [4.34779, -0.12305, 3.87665], [3.57014, 0.09623, 1.60746], [3.20973, 1.43270, 1.66709], [2.69417, -0.81104, 0.62036], [2.89171, -0.70584, -0.77519], [3.94288, 0.22750, -1.34541], [5.23219, -0.26061, -0.97026], [5.78319, -0.98869, -2.11139], [5.61985, -2.12718, -1.98727], [2.05891, -1.55796, -1.56028], [2.24791, -1.53811, -3.08061], [1.71562, -0.23898, -3.74474], [0.80655, -0.58858, -4.71984], [1.12638, -2.37414, -1.14225], [0.95205, -2.45157, 0.16836], [-0.13162, -3.38099, 0.58960], [-1.24668, -3.48095, -0.47468], [-2.29592, -4.49347, 0.07652], [-3.33345, -4.81203, -1.04268], [-4.66555, -4.02158, -0.88821], [-4.77196, -2.95624, -2.00698], [-5.84790, -1.87144, -1.77720], [-5.84885, -1.24709, -0.35913], [-4.36518, -0.13374, 0.06786], [-3.09047, 0.05374, -1.32638], [-3.63035, -0.76012, 1.69017], [-5.07082, 1.60781, 0.36657], [-5.37212, 2.11043, 1.63926], [-5.90948, 3.39414, 1.78264], [-6.12650, 4.19036, 0.65959], [-5.79467, 3.70143, -0.60586], [-5.27615, 2.41830, -0.77510], [1.70195, -1.73617, 0.99859], [1.45605, -1.92332, 2.49404], [0.48396, -0.83286, 2.96444], [-0.30709, -0.31263, 2.26068], [0.60319, -0.37026, 4.85600], [5.79688, -2.06462, 2.91043], [5.46633, -1.82713, 1.17075], [4.20363, -2.47725, 2.22817], [4.25405, -1.06971, 4.42253], [3.39239, 0.39856, 3.99750], [5.10488, 0.51392, 4.34658], [3.96289, 1.99482, 1.44967], [3.80577, 1.22509, -0.91794], [3.87600, 0.29878, -2.43607], [1.79644, -2.42916, -3.52229], [3.32318, -1.61421, -3.27645], [1.28159, 0.42348, -2.98818], [2.54231, 0.25626, -4.26865], [0.28263, -4.39197, 0.67577], [-0.61419, -3.04541, 1.50560], [-0.87973, -3.85146, -1.42937], [-1.78488, -2.52975, -0.56754], [-1.73789, -5.41686, 0.28100], [-2.81647, -4.10467, 0.95491], [-3.56728, -5.88141, -0.97894], [-2.88313, -4.64521, -2.02738], [-4.68084, -3.59335, 0.11840], [-5.51374, -4.70846, -0.98048], [-5.06220, -3.50134, -2.91648], [-3.77227, -2.54397, -2.18845], [-6.83465, -2.30362, -1.98338], [-5.66897, -1.05953, -2.49419], [-6.75555, -0.63167, -0.28625], [-5.92938, -2.01492, 0.41976], [-2.10226, -0.36096, -1.09173], [-3.41938, -0.38934, -2.27226], [-2.93841, 1.12320, -1.51852], [-2.69076, -0.25521, 1.93771], [-4.33430, -0.55816, 2.50810], [-3.46935, -1.84851, 1.69100], [-5.17667, 1.47843, 2.50136], [-6.17167, 3.78019, 2.76336], [-6.55779, 5.17742, 0.79704], [-5.96801, 4.31189, -1.49019], [-5.02164, 2.04306, -1.76331], [2.38022, -1.79653, 3.06921], [1.09578, -2.92034, 2.75642], [-6.50108, 6.78830, 3.01959], [-4.94644, 7.65257, 3.11670], [-3.78179, 6.75688, 2.77412], [-3.50839, 5.50614, 4.01395], [-4.85308, 8.06634, 4.11775], [-4.99696, 8.47806, 2.40823], [-2.86978, 7.34906, 2.71397], [-3.93142, 6.25621, 1.81966], [6.78303, -2.89540, -6.59617], [5.85162, -1.43911, -7.02465], [6.32888, -0.22097, -6.27418], [5.95913, -0.32186, -4.52561], [4.80097, -1.64208, -6.82880], [5.97711, -1.28331, -8.09478], [5.82791, 0.66678, -6.65839], [7.40171, -0.08021, -6.37801], [5.18536, 4.63717, 1.87996], [6.77694, 4.34451, 2.63235], [6.76007, 3.14602, 3.54889], [5.78475, 3.42671, 5.01261], [7.06830, 5.24984, 3.15865], [7.48550, 4.17506, 1.82307], [7.77367, 2.92464, 3.87961], [6.36293, 2.26565, 3.04513]], "forces_ev_per_a": [[0.5, 0.3, -0.1], [-1.6, -1.3, -0.4], [0.2, 0.6, 0.2], [0.6, 0.9, 0.8], [-0.2, -0.7, -0.9], [0.1, -0.3, -2.1], [-1.1, -0.7, 1.6], [-0.1, -0.2, -0.1], [-0.4, 0.5, 0.6], [-0.1, -1.1, 0.6], [0.3, 0.4, 0.0], [0.9, 0.6, -2.1], [0.3, 0.1, 0.6], [0.7, -0.8, -0.1], [-0.3, 0.2, 0.2], [0.2, 0.1, 0.5], [0.4, 0.7, -0.2], [-0.9, -0.3, -1.2], [-0.8, -0.2, 1.3], [0.5, -0.1, -1.7], [-0.5, -0.4, 0.9], [0.6, 0.0, -0.8], [-0.6, -0.3, 0.4], [0.5, 0.0, 0.4], [0.1, 0.0, -0.5], [-0.5, 0.4, 0.4], [0.1, 0.1, -0.1], [0.1, 0.0, 0.0], [0.5, -0.1, -0.5], [-0.1, 0.2, -0.6], [0.0, -0.2, -0.1], [0.2, -0.4, 0.1], [-0.1, 0.0, -0.4], [-0.2, 0.2, 1.2], [0.0, -0.3, 2.2], [0.3, 0.5, 0.1], [-0.2, -0.4, 0.4], [0.0, 0.1, -0.2], [0.0, -0.2, -0.5], [-0.1, 0.0, -0.2], [0.0, -0.1, 0.2], [0.1, 0.1, 0.1], [0.2, 0.1, -0.1], [0.2, 0.0, 0.0], [0.0, -0.3, 0.0], [0.1, 0.4, 0.7], [0.1, -0.1, -0.1], [0.0, 0.1, 0.2], [-0.2, 0.3, 0.0], [-0.2, -0.1, -0.1], [-0.3, 0.0, -0.4], [-0.2, 0.1, 0.2], [0.2, 0.3, 0.3], [0.4, 0.1, 0.0], [0.0, 0.2, 0.1], [0.5, 0.0, -0.3], [-0.3, 0.1, 0.4], [0.3, -0.2, 0.1], [0.1, 0.1, -0.1], [-0.1, 0.0, 0.1], [-0.2, 0.1, -0.2], [0.1, 0.2, 0.2], [0.3, 0.2, 0.0], [-0.2, 0.2, 0.1], [0.1, 0.1, 0.0], [-0.3, -0.2, -0.1], [0.2, 0.0, 0.1], [-0.1, 0.1, -0.2], [-0.2, 0.0, 0.1], [0.0, 0.0, 0.1], [0.0, -0.2, 0.1], [-0.1, -0.1, 0.0], [0.1, -0.1, -0.2], [0.0, 0.2, -0.1], [-0.1, 0.2, 0.0], [0.1, -0.1, -0.1], [0.1, -0.1, -0.2], [0.0, 0.0, 0.2], [-0.1, 0.1, 0.1], [0.0, 0.0, -0.3], [-0.2, 0.2, 0.0], [-0.1, 0.1, 0.1], [0.1, 0.1, 0.0], [0.1, 0.1, -0.1], [0.0, 0.0, 0.0], [0.0, -0.1, 0.0], [0.0, -0.1, 0.0], [0.0, 0.0, 0.1], [-0.1, -0.1, 0.1], [0.0, 0.0, 0.0], [0.0, 0.0, -0.1], [-0.2, 0.2, -0.2], [0.2, 0.2, -1.0], [0.0, 0.0, 0.0], [0.0, 0.0, 0.0], [0.0, 0.0, 0.0], [0.0, -0.1, 0.1], [-0.1, -0.1, 0.0], [0.2, -0.1, 0.0], [0.1, 0.0, 0.0], [-0.1, 0.0, 0.0], [-0.1, 0.0, 0.0], [0.0, 0.0, 0.0], [0.0, 0.1, 0.0], [0.0, 0.0, 0.0]], "mulliken_charge": [-0.8610, 0.0976, -0.8684, 0.8630, -0.9431, 1.0626, 0.0806, -1.3060, -0.2550, 0.1438, -0.2073, 0.5071, -0.6535, -0.2466, -0.3644, -0.9688, 0.9132, -0.9692, 0.0084, -0.7464, -1.1610, -0.4529, -0.5455, -1.1741, -0.8977, 0.2242, -1.1315, -0.8955, 0.4333, -0.2366, -0.5057, -0.5472, -0.7176, -0.3459, 0.5609, -1.4390, 0.5811, -0.3807, -0.1014, 0.3919, 0.2122, 0.2737, 0.3879, 0.2623, 0.2215, 0.2026, 0.4975, 0.1776, 0.4912, 0.2056, 0.2815, 0.2833, 0.1288, 0.3866, 0.6306, -0.3667, 0.5672, 0.2798, 0.3990, 0.5202, 0.2684, 0.3952, 0.4281, 0.2543, 0.5095, 0.3071, 0.5904, 0.6578, -0.0374, 0.4212, 0.6338, 0.2714, 0.3862, 0.2062, 0.2151, 0.4066, 0.3614, 0.3718, 0.3704, 0.1008, 0.7233, -0.1691, -0.4854, -0.4035, -0.1889, 0.3532, 0.2846, 0.3572, 0.2657, -0.1751, -0.4143, -0.5285, -0.0254, 0.2771, 0.3378, 0.2890, 0.3741, -0.1784, -0.4835, -0.1165, -0.1706, 0.3684, 0.2947, 0.3646, -0.0573], "charge": 1, "fmax_ev_per_a": 2.4, "homo_lumo_gap_ev": 6.08}